Entry 1:
Density functional theory data (ωB97M-V with the def2-TZVPD basis set) for a 9-piece molecular cluster, C23H63BO14S10 overall.

## Properties
Electronic energy = -5974.01975 Ha
Net charge = 0
2S+1 = 1

Geometry as XYZ:
```
111
Properties=species:S:1:pos:R:3:forces:R:3
C -1.760 -3.159 3.646 0.2 0.5 -0.6
C -2.325 -3.004 2.250 0.2 -0.1 0.5
O -1.523 -2.054 1.515 -0.7 -0.5 -0.3
B -2.139 -1.163 0.703 0.4 -0.2 0.2
O -1.862 -1.232 -0.637 0.4 0.5 0.3
C -3.112 0.061 1.141 0.2 -0.4 0.1
O -4.399 -0.352 1.677 0.2 -0.3 0.2
S -4.531 -0.083 3.237 0.2 0.1 -0.1
O -5.784 0.551 3.413 -0.1 0.4 0.2
O -4.205 -1.213 4.025 0.0 -0.3 0.0
O -3.307 0.937 3.376 0.0 -0.5 0.0
C -2.664 1.149 2.122 -0.3 1.5 -1.1
C -1.203 1.537 2.230 0.0 -0.4 0.8
S -0.205 0.476 3.305 0.0 0.0 0.3
C 1.051 -0.415 2.334 0.0 0.1 -0.5
C 1.141 -0.128 0.836 0.5 -0.4 0.2
H -0.833 -3.718 3.597 0.0 -0.3 0.2
H -2.470 -3.638 4.308 0.0 -0.1 0.1
H -1.512 -2.163 4.006 -0.2 0.1 0.3
H -2.271 -3.961 1.734 0.0 0.0 -0.3
H -3.367 -2.692 2.273 0.0 0.1 0.0
H -1.970 -0.352 -1.015 -0.2 -0.1 -0.7
H -3.367 0.576 0.216 -0.1 0.1 -0.1
H -3.126 2.062 1.722 -0.1 0.0 0.1
H -0.795 1.686 1.235 0.1 -0.1 -0.1
H -1.189 2.507 2.720 0.1 0.2 -0.1
H 0.870 -1.474 2.482 -0.2 -0.1 0.1
H 2.004 -0.169 2.793 0.1 0.1 0.1
H 1.857 0.646 0.567 -0.3 0.2 0.2
H 1.520 -1.033 0.361 0.0 -0.1 -0.1
H 0.185 0.068 0.366 -0.1 0.1 -0.1
C 2.277 2.682 -3.612 0.1 0.0 -0.1
S 1.989 2.828 -1.848 -0.1 0.1 0.0
O 2.563 1.605 -1.208 0.1 0.0 -0.2
C 0.215 2.581 -1.914 0.0 -0.4 -0.1
H 3.348 2.757 -3.792 0.0 0.0 0.0
H 1.914 1.715 -3.962 0.0 0.0 0.0
H 1.763 3.490 -4.131 0.0 0.0 0.0
H 0.003 1.616 -2.384 0.1 0.1 0.0
H -0.245 3.391 -2.472 0.0 0.1 0.0
H -0.158 2.598 -0.894 0.0 0.1 0.1
C 0.062 -6.091 8.044 0.1 0.0 0.1
S -0.620 -4.756 7.051 -0.1 0.0 0.0
O -0.338 -5.084 5.632 0.1 -0.1 0.0
C 0.583 -3.517 7.545 0.1 0.1 0.0
H -0.525 -6.984 7.844 0.0 0.0 0.0
H 1.101 -6.260 7.762 0.0 0.0 0.0
H -0.012 -5.832 9.101 0.0 0.0 0.0
H 1.586 -3.863 7.295 0.0 0.0 0.0
H 0.495 -3.331 8.616 0.0 0.0 0.0
H 0.358 -2.605 6.995 0.0 0.0 0.0
C -0.097 2.817 6.194 -0.1 -0.1 0.1
S 1.480 3.646 5.948 -0.1 0.1 0.0
O 2.203 2.926 4.873 0.1 0.0 0.0
C 2.203 3.125 7.509 0.0 0.0 0.1
H -0.705 2.974 5.306 0.0 0.0 0.0
H 0.063 1.749 6.336 0.0 0.0 -0.1
H -0.597 3.250 7.061 0.0 0.0 0.0
H 2.214 2.036 7.557 0.0 0.0 0.0
H 1.625 3.541 8.334 0.0 0.0 0.0
H 3.221 3.507 7.545 0.0 0.0 0.0
C -2.415 5.475 1.215 0.0 0.0 0.1
S -2.288 5.841 -0.540 0.0 0.0 0.0
O -1.141 5.047 -1.057 -0.1 0.1 0.1
C -1.703 7.527 -0.342 0.0 0.1 0.1
H -2.729 4.438 1.314 0.0 0.0 0.0
H -1.443 5.615 1.687 0.0 0.0 0.0
H -3.162 6.127 1.668 0.0 0.0 0.0
H -0.782 7.526 0.239 0.0 0.0 0.0
H -2.471 8.121 0.154 0.0 0.0 0.0
H -1.514 7.929 -1.334 0.0 0.0 0.0
C 0.860 -1.433 -3.419 -0.2 0.0 0.0
S -0.220 -0.782 -4.690 0.1 -0.1 0.0
O -0.962 0.366 -4.082 -0.1 0.0 0.0
C -1.350 -2.179 -4.707 -0.1 0.0 0.0
H 1.626 -0.692 -3.212 0.1 0.0 0.0
H 0.275 -1.620 -2.516 0.0 0.0 0.0
H 1.331 -2.347 -3.768 0.1 0.0 0.0
H -1.763 -2.321 -3.708 0.0 0.0 0.0
H -0.814 -3.070 -5.032 0.0 0.0 0.0
H -2.147 -1.955 -5.412 0.0 0.0 0.0
C -6.053 0.046 -7.827 -0.1 -0.1 0.0
S -4.647 1.164 -7.743 0.0 0.1 0.0
O -3.631 0.649 -8.696 0.0 -0.1 0.0
C -4.117 0.676 -6.099 0.0 0.0 0.1
H -6.508 0.159 -8.808 0.0 0.0 0.0
H -5.710 -0.980 -7.695 0.0 0.0 0.0
H -6.775 0.312 -7.055 0.0 0.0 0.0
H -3.909 -0.394 -6.087 0.0 0.0 -0.1
H -4.897 0.919 -5.377 0.0 0.0 0.0
H -3.210 1.225 -5.854 0.0 0.0 0.0
C 5.277 -2.945 -1.010 0.0 0.0 0.1
S 4.420 -3.676 -2.407 0.0 0.0 0.1
O 3.510 -2.626 -2.943 0.1 -0.1 -0.1
C 3.400 -4.796 -1.443 0.0 0.0 0.1
H 5.940 -2.173 -1.394 0.0 0.0 0.0
H 4.551 -2.502 -0.329 0.0 0.0 0.0
H 5.862 -3.712 -0.503 0.0 0.0 0.0
H 2.805 -4.225 -0.731 0.0 0.0 0.0
H 4.038 -5.511 -0.925 0.0 0.0 0.0
H 2.745 -5.325 -2.133 0.0 0.0 0.0
C 6.616 0.076 -5.343 0.1 0.0 0.1
S 5.283 0.606 -6.425 0.0 0.0 -0.1
O 4.813 1.922 -5.920 0.0 0.0 0.1
C 4.100 -0.623 -5.871 -0.1 0.0 0.0
H 7.456 0.751 -5.496 0.0 0.0 0.0
H 6.283 0.128 -4.306 0.0 0.0 0.0
H 6.910 -0.941 -5.602 0.0 0.0 0.0
H 3.952 -0.524 -4.797 0.0 0.0 0.1
H 4.467 -1.620 -6.112 0.0 0.0 0.0
H 3.164 -0.440 -6.395 0.0 0.0 0.0
```
Positions in Å, forces in eV/Å.

Entry 2:
Density functional theory data (ωB97M-V with the def2-TZVPD basis set) for C24H66N6O6 as an isolated structure.

## Properties
Net charge = 0
Energy above the lowest of the compared OMol25 structures with the same formula, charge and spin = 353.8 kcal per mole
2S+1 = 1

Geometry as XYZ:
```
102
Properties=species:S:1:pos:R:3:forces:R:3
C -18.634 -32.195 4.148 -2.7 0.7 -2.6
C -19.172 -33.403 3.305 0.9 -0.5 0.9
C -18.479 -33.809 1.983 -1.0 0.8 -1.3
O -18.560 -32.833 0.900 -0.5 0.7 2.8
C -17.545 -33.063 0.028 0.6 -1.1 -2.1
N -18.833 -34.548 4.134 -0.3 -1.2 0.0
H -17.667 -32.188 4.650 -1.2 -1.2 -1.3
H -19.414 -31.896 4.849 -0.1 -0.6 0.4
H -18.745 -31.379 3.433 0.8 0.7 0.1
H -20.256 -33.349 3.204 0.1 0.2 -0.2
H -18.900 -34.643 1.422 -0.4 -0.8 1.2
H -17.455 -34.074 2.244 0.0 -0.1 -0.5
H -16.548 -32.955 0.455 -0.3 -0.3 -0.3
H -17.663 -32.373 -0.807 -0.2 -0.7 0.0
H -17.661 -34.045 -0.431 0.1 -0.5 -0.1
H -19.485 -34.638 4.900 0.2 0.0 0.2
H -17.920 -34.296 4.485 0.0 -0.7 0.6
C -17.434 -28.318 0.136 0.5 -0.7 6.4
C -16.541 -29.582 0.109 0.9 1.0 -0.1
C -16.740 -30.502 1.374 0.7 1.2 -1.0
O -15.814 -31.602 1.474 -1.0 1.0 0.6
C -16.007 -32.215 2.727 0.1 -1.1 0.4
N -16.916 -30.251 -1.161 4.3 -3.5 1.3
H -18.411 -28.721 0.403 0.9 1.8 0.0
H -17.384 -27.612 -0.692 0.2 -0.3 5.3
H -17.245 -27.776 1.063 0.8 0.4 0.3
H -15.500 -29.263 0.065 -0.1 -0.1 0.0
H -17.767 -30.866 1.390 0.1 -0.1 0.3
H -16.542 -29.834 2.213 -0.3 0.1 0.3
H -15.691 -31.551 3.532 0.3 -0.3 0.0
H -15.574 -33.215 2.760 1.6 0.3 -0.2
H -16.984 -32.639 2.959 0.0 1.7 -0.6
H -16.168 -30.493 -1.794 0.8 0.0 0.2
H -17.203 -31.122 -0.738 0.1 -0.1 -1.1
C -22.690 -28.177 -1.700 0.8 0.9 0.3
C -21.611 -28.658 -2.693 -1.0 0.0 1.2
C -20.213 -28.192 -2.284 -0.9 -0.8 -0.2
O -19.881 -28.520 -0.943 -1.5 -1.4 1.5
C -19.224 -29.779 -0.705 -1.6 -1.4 -1.8
N -21.678 -30.148 -2.702 -0.3 1.0 -0.8
H -22.525 -28.789 -0.814 -0.9 0.1 0.2
H -23.707 -28.016 -2.058 -0.1 -1.4 -0.2
H -22.546 -27.141 -1.394 0.9 0.2 0.2
H -21.893 -28.197 -3.639 0.4 -0.5 -0.5
H -20.087 -27.110 -2.319 -0.3 0.0 -0.4
H -19.524 -28.661 -2.986 0.1 0.1 0.1
H -19.666 -30.689 -1.110 -1.0 0.1 -0.4
H -18.932 -30.130 0.285 -1.6 0.6 0.4
H -18.233 -29.809 -1.158 -2.7 0.4 -0.5
H -21.400 -30.478 -1.789 -0.1 0.0 0.1
H -20.972 -30.476 -3.346 0.1 -0.3 -0.1
C -12.928 -33.045 -1.175 -1.6 0.9 -0.3
C -12.502 -31.703 -0.571 3.4 -0.5 0.9
C -13.537 -30.894 0.224 1.0 -2.1 -1.2
O -12.960 -29.663 0.614 0.6 -1.6 -0.3
C -13.474 -29.220 1.833 -1.4 1.0 -0.3
N -11.367 -31.986 0.423 -1.3 -0.1 0.4
H -13.684 -33.508 -0.541 -0.1 0.0 0.2
H -12.245 -33.857 -1.422 0.7 0.7 0.3
H -13.430 -32.774 -2.104 -0.3 -0.3 -0.3
H -11.904 -31.089 -1.245 -1.1 0.3 -1.0
H -13.756 -31.606 1.020 0.3 0.6 0.7
H -14.501 -30.858 -0.283 0.3 0.6 -0.4
H -14.268 -28.568 1.470 -0.2 0.8 1.1
H -12.749 -28.679 2.442 0.1 -0.1 -0.2
H -13.990 -29.989 2.407 0.4 -0.3 0.1
H -11.298 -31.125 0.946 0.3 0.1 0.3
H -10.487 -32.079 -0.065 0.0 -0.1 -0.2
C -14.513 -28.658 -5.132 0.1 0.4 1.7
C -15.951 -28.881 -4.596 2.3 3.1 -0.5
C -16.477 -27.459 -4.097 -0.5 -1.1 -0.1
O -17.734 -27.527 -3.341 2.0 0.2 -2.9
C -17.576 -27.825 -1.974 0.5 1.7 -4.8
N -16.659 -29.338 -5.757 -1.5 -0.8 1.4
H -14.076 -29.510 -5.653 -0.2 -0.1 0.3
H -13.948 -28.365 -4.247 0.7 -0.3 -0.1
H -14.419 -27.796 -5.793 -0.5 0.1 -0.2
H -15.967 -29.426 -3.652 -0.1 -1.1 -0.6
H -16.598 -26.861 -5.001 -0.7 0.1 0.0
H -15.682 -26.934 -3.568 0.0 -0.1 0.7
H -16.697 -27.303 -1.597 0.8 1.1 -1.6
H -17.309 -28.846 -1.703 -0.7 1.0 -2.1
H -18.497 -27.466 -1.513 0.7 0.1 -0.6
H -17.576 -29.160 -5.374 -1.3 -0.4 -1.1
H -16.502 -28.638 -6.468 -0.1 0.1 -0.2
C -16.999 -30.699 5.647 0.2 -1.6 -0.2
C -16.094 -29.885 6.492 2.7 -1.6 0.7
C -14.603 -29.920 6.011 -0.9 -0.6 0.9
O -14.226 -31.273 6.313 1.6 -0.2 -1.8
C -12.968 -31.653 5.663 -0.2 0.4 1.0
N -16.648 -28.632 6.653 -1.2 3.4 -0.4
H -16.890 -31.781 5.719 1.1 0.3 0.8
H -16.865 -30.492 4.586 0.1 0.5 0.1
H -18.073 -30.623 5.823 0.1 0.7 0.5
H -15.907 -30.208 7.516 -0.6 -1.0 0.1
H -13.965 -29.274 6.615 -0.2 0.4 0.1
H -14.472 -29.626 4.970 0.0 -0.3 -0.4
H -12.662 -32.646 5.993 -0.7 -0.2 -0.2
H -12.121 -31.052 5.991 -0.1 0.6 0.3
H -12.950 -31.555 4.578 -0.6 -0.2 -0.1
H -16.708 -28.197 5.744 0.5 0.7 -0.5
H -17.636 -28.821 6.744 -0.4 0.3 0.9
```
Positions in Å, forces in eV/Å.

Entry 3:
Density functional theory data (ωB97M-V with the def2-TZVPD basis set) for C5H8N2O in the gas phase.

## Properties
Net charge = 0
Energy above the lowest of the compared OMol25 structures with the same formula, charge and spin = 144.0 kcal per mole
2S+1 = 1

Geometry as XYZ:
```
16
Properties=species:S:1:pos:R:3:forces:R:3
C -1.305 1.259 -1.869 1.3 0.1 1.5
C -0.854 0.114 -1.377 -0.3 1.9 -0.6
N 0.294 0.272 -0.549 -1.0 0.6 -0.5
C 0.073 -0.304 0.752 3.3 -2.0 -0.4
C 0.488 -1.798 0.805 -0.9 2.5 0.2
C 1.417 -0.824 1.366 -1.0 1.6 -0.3
N 0.369 1.770 -0.434 2.0 -1.1 -3.1
O -0.528 2.368 -1.430 -0.7 -1.6 0.5
H -2.248 1.316 -2.362 -0.2 0.9 -0.5
H -1.465 -0.715 -1.592 0.2 -1.6 0.3
H -0.562 0.273 1.321 -1.9 0.4 1.6
H 0.497 -2.226 -0.127 0.5 -1.2 -2.0
H 0.081 -2.320 1.607 -1.0 -1.3 0.7
H 1.347 -0.945 2.409 0.5 0.4 1.3
H 2.250 -0.271 1.001 0.8 -0.5 -0.6
H 0.146 2.030 0.478 -1.6 0.7 1.9
```
Positions in Å, forces in eV/Å.

Entry 4:
Density functional theory data (ωB97M-V with the def2-TZVPD basis set) for a 9-piece molecular cluster, C25H31Cl12N5O overall.

## Properties
Electronic energy = -6842.09966 Ha
<S²> = 0.76
Net charge = +1
2S+1 = 2

Geometry as XYZ:
```
74
Properties=species:S:1:pos:R:3:forces:R:3
N -4.078 -2.115 -0.208 1.6 -0.3 -0.1
C -5.189 -2.200 -0.957 -1.3 0.0 -0.6
C -4.867 -2.748 -2.169 0.4 0.4 -0.8
C -3.448 -2.963 -2.191 -0.6 0.1 0.4
C -3.016 -2.593 -0.955 0.6 0.6 0.9
H -3.912 -1.552 0.614 -0.4 -0.3 0.1
H -6.156 -1.892 -0.587 0.1 0.0 0.0
H -5.507 -2.826 -3.036 -0.2 -0.2 0.3
H -2.814 -3.295 -3.000 -0.2 -0.2 0.1
H -2.043 -2.584 -0.486 0.1 -0.1 -0.2
N 4.623 3.298 4.699 0.7 -0.1 -0.4
C 4.447 2.239 3.845 0.4 0.2 0.4
C 3.310 2.499 3.157 -2.3 -0.1 -0.5
C 2.687 3.690 3.691 1.0 -0.5 -1.2
C 3.627 4.208 4.502 0.0 0.9 2.3
H 5.434 3.378 5.295 -0.3 0.3 -0.1
H 5.140 1.413 3.912 -0.2 0.0 -0.4
H 2.764 1.962 2.396 0.5 -0.7 0.1
H 1.706 4.096 3.494 0.2 0.0 -0.2
H 3.584 5.102 5.107 0.1 0.0 0.0
N -2.274 -2.153 3.540 0.6 0.3 -0.3
C -3.381 -1.381 3.437 -1.4 -0.9 0.7
C -3.018 -0.064 3.438 -2.1 -0.1 -0.3
C -1.654 -0.023 3.422 2.1 -0.5 0.6
C -1.180 -1.336 3.554 0.2 0.9 -1.1
H -2.261 -3.152 3.395 0.1 0.2 0.2
H -4.331 -1.880 3.560 -0.2 0.3 -0.2
H -3.703 0.771 3.455 0.0 0.0 -0.1
H -1.136 0.919 3.314 0.6 -0.4 0.4
H -0.194 -1.737 3.375 0.0 0.0 0.3
N 2.005 4.816 -1.095 -2.2 0.3 -1.5
C 1.234 3.836 -1.720 0.7 0.1 1.4
C 0.202 4.405 -2.492 0.9 1.2 0.4
C 0.409 5.769 -2.386 -2.2 -0.7 -0.6
C 1.424 6.049 -1.466 0.7 -1.6 0.4
H 2.657 4.636 -0.345 0.1 0.1 -0.1
H 1.314 2.782 -1.498 0.5 0.0 0.1
H -0.639 3.879 -2.918 0.3 0.0 -0.3
H -0.362 6.415 -2.781 0.6 0.7 0.0
H 1.620 7.012 -1.018 0.5 -0.2 0.1
N -0.139 -5.704 -2.543 1.0 0.0 -0.9
C -0.861 -5.946 -1.420 -2.1 0.9 -1.1
C -0.051 -6.113 -0.376 1.4 0.3 1.1
C 1.278 -5.893 -0.870 0.4 -0.8 0.4
C 1.202 -5.736 -2.228 -0.4 0.5 0.3
H -0.475 -5.506 -3.475 -0.2 -0.2 0.4
H -1.909 -5.685 -1.398 -0.2 -0.6 -0.2
H -0.408 -6.311 0.624 0.3 0.2 0.0
H 2.206 -5.926 -0.319 -0.1 -0.2 0.1
H 1.987 -5.652 -2.965 -0.2 0.1 0.0
C 0.171 0.430 -4.829 -0.5 -0.5 -1.6
Cl -0.577 -1.153 -5.208 0.6 0.2 0.3
Cl -0.743 1.579 -5.912 0.8 -0.1 0.9
Cl -0.124 0.760 -3.127 0.3 0.3 -0.2
Cl 1.926 0.409 -5.296 -1.3 0.2 0.6
C -3.218 3.087 0.566 -0.3 0.3 0.9
Cl -3.906 4.342 1.672 0.4 -0.6 -0.3
Cl -2.735 3.909 -0.919 0.0 -0.1 -0.2
Cl -1.804 2.298 1.313 -0.4 0.6 -0.4
Cl -4.454 1.871 0.278 0.2 0.1 -0.2
C 4.816 0.512 -1.472 -0.5 -0.6 -0.2
Cl 5.142 1.849 -0.453 0.1 1.4 0.8
Cl 5.074 -0.937 -0.513 0.0 -0.4 -0.2
Cl 3.101 0.555 -2.012 0.3 0.1 0.0
Cl 5.855 0.573 -2.866 0.2 -0.2 -0.4
C 0.562 -0.040 0.476 1.6 0.4 0.9
C 0.571 -1.234 -0.422 0.0 0.9 -2.0
O 0.414 -2.457 0.170 -0.4 -1.2 1.6
H 0.229 0.870 -0.023 -0.9 -0.2 0.0
H 1.589 0.260 0.682 0.4 -0.3 0.5
H 0.110 -0.249 1.446 -0.5 0.3 -0.3
H 1.505 -1.278 -0.983 0.0 0.4 -0.3
H -0.236 -1.056 -1.133 -0.2 -0.3 -0.4
H 0.877 -3.111 -0.358 -0.1 -0.3 0.1
```
Positions in Å, forces in eV/Å.

Entry 5:
Density functional theory data (ωB97M-V with the def2-TZVPD basis set) for C3H3NO2 in the gas phase.

## Properties
Net charge = 0
Energy above the lowest of the compared OMol25 structures with the same formula, charge and spin = 34.3 kcal per mole
2S+1 = 1

Geometry as XYZ:
```
9
Properties=species:S:1:pos:R:3:forces:R:3
N -2.213 0.889 0.679 0.8 -0.6 -0.5
C -1.376 0.223 0.242 -0.9 0.5 0.3
C -0.530 -0.837 -0.328 -0.1 -0.1 0.0
O 0.786 -0.494 -0.762 -0.1 0.2 0.0
C 1.363 0.622 -0.282 -0.1 0.4 0.5
O 0.875 1.378 0.511 0.4 -0.4 -0.4
H -1.038 -1.213 -1.219 0.0 0.0 0.2
H -0.458 -1.642 0.408 0.0 0.1 -0.1
H 2.356 0.732 -0.734 -0.1 0.0 0.0
```
Positions in Å, forces in eV/Å.

Entry 6:
Density functional theory data (ωB97M-V with the def2-TZVPD basis set) for CHI2PS as an isolated structure.

## Properties
Net charge = 0
Energy above the lowest of the compared OMol25 structures with the same formula, charge and spin = 3.8 kcal per mole
2S+1 = 1

Geometry as XYZ:
```
6
Properties=species:S:1:pos:R:3:forces:R:3
C 0.042 -0.190 0.406 2.6 -0.2 -1.7
P -1.048 0.857 -0.683 1.6 0.3 -1.3
S 0.283 1.578 -1.973 -1.5 -0.6 1.3
I -0.041 -2.347 -0.432 0.0 1.7 0.5
I -0.387 -0.092 2.406 -0.4 0.0 1.0
H 1.150 0.193 0.276 -2.2 -1.2 0.1
```
Positions in Å, forces in eV/Å.